Here is a 11-piece molecular cluster, C45H67BN10O overall in a non-equilibrium geometry from the OMol25 dataset. Energies are from ωB97M-V with the def2-TZVPD basis set.

Atoms and positions in Å:
C (25.87, 6.24, 32.75)
C (25.69, 7.03, 31.43)
C (26.95, 7.98, 31.35)
C (27.18, 8.63, 29.96)
C (27.37, 7.50, 29.00)
C (26.18, 6.54, 28.89)
N (25.78, 6.12, 30.26)
O (25.12, 5.08, 30.34)
C (26.59, 5.33, 28.14)
C (24.96, 7.12, 28.13)
C (24.31, 7.80, 31.54)
H (24.83, 5.72, 32.76)
H (25.89, 6.84, 33.62)
H (26.69, 5.51, 32.70)
H (27.84, 7.54, 31.52)
H (26.65, 8.77, 32.15)
H (28.06, 9.14, 30.20)
H (26.43, 9.17, 29.65)
H (28.30, 6.99, 29.30)
H (27.74, 7.77, 28.05)
H (25.71, 4.56, 28.00)
H (27.51, 4.73, 28.47)
H (26.72, 5.54, 27.03)
H (24.09, 7.36, 28.70)
H (24.80, 6.42, 27.27)
H (25.00, 8.30, 27.95)
H (23.47, 7.09, 31.46)
H (24.28, 8.53, 30.63)
H (24.24, 8.56, 32.46)
B (29.18, 3.92, 31.81)
H (29.94, 3.26, 31.02)
H (29.75, 5.03, 32.10)
H (28.10, 4.20, 31.34)
H (29.04, 3.29, 32.80)
N (31.33, 7.73, 28.58)
C (31.17, 8.90, 27.84)
C (30.42, 8.45, 26.54)
C (30.06, 7.06, 26.66)
C (30.58, 6.66, 27.99)
H (31.93, 7.60, 29.50)
H (31.42, 9.82, 28.06)
H (30.17, 9.19, 25.69)
H (29.52, 6.26, 26.03)
H (30.59, 5.59, 28.70)
N (26.49, 3.58, 25.49)
C (27.48, 4.00, 24.69)
C (26.93, 4.93, 23.56)
C (25.45, 5.03, 23.85)
C (25.21, 4.09, 25.08)
H (26.83, 3.04, 26.15)
H (28.38, 3.49, 24.76)
H (27.44, 5.23, 22.68)
H (24.78, 5.63, 23.40)
H (24.34, 3.64, 25.56)
N (21.59, 2.97, 26.19)
C (21.30, 4.29, 25.97)
C (21.98, 5.02, 27.21)
C (22.65, 3.94, 27.89)
C (22.50, 2.63, 27.23)
H (21.27, 2.33, 25.50)
H (20.55, 4.67, 25.24)
H (21.78, 6.04, 27.46)
H (23.19, 3.91, 28.92)
H (22.81, 1.68, 27.36)
N (23.63, 10.03, 35.97)
C (24.32, 10.84, 36.89)
C (24.57, 12.19, 36.22)
C (23.98, 12.14, 34.83)
C (23.54, 10.63, 34.66)
H (23.39, 9.10, 36.00)
H (24.65, 10.52, 37.87)
H (25.22, 12.87, 36.64)
H (23.81, 12.82, 34.04)
H (23.33, 10.05, 33.80)
N (27.07, 9.78, 34.84)
C (27.74, 10.49, 33.93)
C (29.07, 9.64, 33.73)
C (28.94, 8.39, 34.59)
C (27.55, 8.59, 35.23)
H (26.14, 10.09, 35.18)
H (27.27, 11.42, 33.34)
H (29.91, 9.84, 32.99)
H (29.39, 7.43, 34.52)
H (27.14, 7.93, 35.85)
N (20.76, 7.79, 23.17)
C (21.90, 7.01, 23.41)
C (22.46, 7.30, 24.85)
C (21.41, 8.29, 25.42)
C (20.38, 8.57, 24.31)
H (20.14, 7.66, 22.45)
H (22.22, 6.25, 22.79)
H (23.34, 6.90, 25.27)
H (21.41, 8.72, 26.43)
H (19.60, 9.18, 24.34)
N (27.65, 13.85, 31.72)
C (26.54, 13.26, 31.04)
C (26.99, 12.14, 30.21)
C (28.52, 12.14, 30.41)
C (28.82, 13.21, 31.45)
H (27.56, 14.77, 32.23)
H (25.57, 13.99, 31.21)
H (26.30, 11.42, 29.56)
H (29.37, 11.44, 29.96)
H (29.82, 13.46, 31.84)
N (24.41, 9.69, 25.46)
C (24.12, 10.77, 26.35)
C (25.42, 11.55, 26.58)
C (26.52, 10.74, 25.87)
C (25.79, 9.68, 25.06)
H (23.72, 9.08, 25.27)
H (23.11, 10.88, 26.69)
H (25.62, 12.23, 27.36)
H (27.65, 10.92, 25.80)
H (26.00, 8.80, 24.48)
N (28.38, 1.40, 26.98)
C (27.50, 0.64, 26.31)
C (26.21, 0.53, 27.10)
C (26.28, 1.50, 28.21)
C (27.80, 1.86, 28.24)
H (29.46, 1.51, 26.76)
H (27.82, 0.07, 25.36)
H (25.24, 0.07, 26.79)
H (25.64, 1.87, 28.98)
H (28.16, 2.35, 29.12)

Output
- Kohn-Sham gap: 4.517 eV
- Charge: 0
- LUMO: -2.99 eV
- Energy above the lowest of the compared OMol25 structures with the same formula, charge and spin: 43.6 kcal per mole
- E: -2401.5092 a.u.
- HOMO level: -7.5065 eV

Löwdin atomic charge list, values in e, 99 entries:
1 C 0.00
2 C -0.42
3 C -0.08
4 C -0.15
5 C -0.12
6 C -0.44
7 N 0.07
8 O 0.18
9 C -0.06
10 C 0.02
11 C 0.00
12 H 0.11
13 H 0.06
14 H 0.08
15 H 0.08
16 H 0.14
17 H 0.09
18 H 0.03
19 H 0.12
20 H 0.10
21 H 0.10
22 H 0.11
23 H 0.10
24 H 0.05
25 H 0.09
26 H 0.13
27 H 0.08
28 H 0.10
29 H 0.12
30 B -0.51
31 H -0.07
32 H -0.07
33 H -0.12
34 H -0.10
35 N -0.05
36 C -0.09
37 C -0.10
38 C -0.14
39 C -0.16
40 H 0.20
41 H 0.02
42 H 0.09
43 H 0.10
44 H 0.17
45 N 0.00
46 C -0.11
47 C -0.03
48 C -0.04
49 C -0.04
50 H 0.00
51 H 0.07
52 H 0.04
53 H 0.00
54 H 0.06
55 N -0.05
56 C -0.07
57 C -0.07
58 C -0.14
59 C -0.08
60 H 0.13
61 H 0.10
62 H 0.05
63 H 0.10
64 H 0.05
65 N -0.02
66 C -0.10
67 C -0.06
68 C -0.03
69 C -0.07
70 H 0.10
71 H 0.09
72 H 0.04
73 H 0.05
74 H 0.05
75 N -0.08
76 C -0.13
77 C -0.07
78 C -0.03
79 C -0.13
80 H 0.12
81 H 0.12
82 H 0.07
83 H 0.06
84 H 0.04
85 N 0.00
86 C -0.06
87 C -0.07
88 C -0.06
89 C -0.05
90 H 0.10
91 H 0.06
92 H 0.03
93 H 0.07
94 H 0.04
95 N -0.07
96 C -0.16
97 C -0.11
98 C -0.09
99 C -0.15